Here is a molecular structure, C23H16Br2N2O5PtSe from the Open Molecules 2025 dataset. Energies are from the ωB97M-V functional and the def2-TZVPD basis.

## Properties
Energy relative to the best compared isomer or geometry (same formula, charge and spin): 0.00 kJ/mol
Strongest force on any atom: 0.0106 Eh/bohr
Net charge: 0
Energy: -9040.425708 hartree
Gap between HOMO and LUMO: 6.77 eV
HOMO energy: -8.495 eV
Molecular weight: 834.24 g mol⁻¹

Positions of all 50 atoms, in Å:
1 C -0.3027 4.8493 0.5270
2 H 2.5319 1.3651 -1.5116
3 N 0.2440 2.0728 0.4675
4 C 1.2607 0.0540 2.6465
5 C 2.9382 -0.0041 4.3704
6 H -1.0511 1.7522 -4.8938
7 C -0.2537 1.6966 -4.1660
8 O -2.4856 0.0965 -3.0569
9 H 1.8573 6.9214 -1.9114
10 C 0.4036 2.7282 -0.6048
11 C -0.2557 6.2279 0.6433
12 Pt -0.0963 0.1128 0.1461
13 Br 4.8602 -0.7145 0.7781
14 H -0.9108 4.2572 1.1973
15 Br 3.4609 0.1216 6.1834
16 C -0.4242 2.2664 -2.9165
17 C 1.2003 4.9613 -1.3568
18 H 4.9242 -0.3645 3.6991
19 C 0.5050 0.3766 4.8958
20 C 2.2246 -0.2243 1.6507
21 C -1.0270 0.4104 3.0232
22 C 3.8874 -0.2493 3.4169
23 H -1.5973 0.6490 5.0779
24 H 1.7560 4.4638 -2.1406
25 C 0.5246 6.9739 -0.2309
26 C -0.7624 0.4861 4.4117
27 C 1.7664 1.4697 -2.2681
28 H 0.6991 0.4547 5.9569
29 C 0.4288 4.2125 -0.4720
30 H 1.0485 0.5859 -5.4525
31 H 2.8544 0.4034 -3.7702
32 C 0.9260 1.0333 -4.4747
33 H 0.5579 8.0518 -0.1397
34 C 1.2522 6.3409 -1.2277
35 C -2.4128 0.5924 2.5040
36 O -2.0016 0.5281 -0.3723
37 H -2.4743 1.4991 1.9013
38 H -3.1129 0.6633 3.3327
39 C 3.5346 -0.3625 2.0641
40 O 1.8325 -0.3500 0.4024
41 Se -2.0666 -0.5988 -1.6884
42 H -1.3449 2.7761 -2.6632
43 O -0.3539 -0.8065 -1.5843
44 H -2.7032 -0.2301 1.8527
45 H -0.8333 6.7234 1.4124
46 C 1.5815 0.1515 4.0095
47 O -2.8206 -1.9226 -1.2183
48 N -0.0240 0.2007 2.1925
49 C 1.9377 0.9267 -3.5328
50 C 0.5824 2.1347 -1.9672

Atoms 1-2, force components in eV/Å:
C 0.01 -0.02 0.03
H 0.05 -0.03 0.02

Here is a molecular structure, C23H16BrCl7N2O2W in a non-equilibrium geometry from the Open Molecules 2025 dataset. Energies are from the ωB97M-V functional and the def2-TZVPD basis.

## Properties
Energy relative to the best compared isomer or geometry (same formula, charge and spin): 76.05 kJ/mol
Strongest force on any atom: 0.0641 Eh/bohr
Net charge: +2
Energy: -7007.799444 hartree
Gap between HOMO and LUMO (spin up / spin down): 4.28 / 4.28 eV
HOMO energy (spin up / spin down): -13.616 / -13.616 eV
Molecular weight: 864.31 g mol⁻¹

Positions of all 52 atoms, in Å:
1 Cl -1.5214 -3.3066 0.7361
2 W -0.5055 -0.2987 0.0943
3 H -1.2488 1.8751 -2.4186
4 C 2.9695 -3.2240 -0.7162
5 C -0.6777 2.1797 -1.5303
6 Cl 0.8186 0.5511 1.8355
7 Br -1.4688 -1.3459 -1.9042
8 C -4.6725 -1.5282 2.3929
9 H 1.2464 2.1434 -2.4846
10 C 1.8534 -0.3337 -1.2670
11 C -3.8377 -2.5151 1.8349
12 Cl -4.3279 -4.1458 1.7770
13 C -4.2378 -0.1970 2.4866
14 C 1.2681 -1.4053 -0.4847
15 N 0.9090 0.5457 -1.2755
16 H 0.9958 -0.1312 4.1186
17 C -2.6092 -2.1209 1.3473
18 C -1.3125 6.2484 -0.4197
19 C 5.3335 -4.3744 -1.6268
20 H 5.4080 -5.3637 0.2762
21 C -0.0229 5.7247 -0.3783
22 H 1.1898 -3.2513 0.5017
23 H -3.0906 2.5538 -1.8443
24 C -2.9945 0.1550 1.9722
25 N 0.7338 1.8078 -1.6779
26 Cl -5.2311 0.9690 3.2354
27 H 3.3012 -4.3707 1.0752
28 C 0.2206 -0.6567 3.5722
29 Cl -2.4521 1.7727 2.1702
30 Cl 0.4011 -2.2475 3.2735
31 C -2.1738 4.1438 -1.1869
32 C 4.8602 -4.6797 -0.3571
33 H -1.4855 7.2784 -0.1384
34 O -3.2842 3.4422 -1.5328
35 H 2.8435 -0.2267 -1.7016
36 Cl -6.1917 -1.9668 2.9912
37 H 2.8491 -2.3408 -2.6805
38 C -0.8798 3.6087 -1.1627
39 C 1.7478 -2.6235 -0.1851
40 H 6.2519 -4.8218 -1.9820
41 C 3.4392 -2.9468 -2.0041
42 C -2.1612 -0.7881 1.3259
43 H -0.7559 -0.2125 3.4218
44 O -1.1632 1.3073 -0.4696
45 C -2.3798 5.4684 -0.8169
46 H 1.1836 3.9962 -0.7050
47 C 4.6146 -3.5209 -2.4545
48 C 0.1850 4.4102 -0.7414
49 H -3.3861 5.8624 -0.8538
50 H 0.8090 6.3413 -0.0696
51 C 3.6769 -4.1203 0.0900
52 H 4.9629 -3.3205 -3.4585

Atoms 1-2, force components in eV/Å:
Cl 0.12 -0.13 -0.08
W -2.03 -0.76 -2.48

Here is a molecular structure, C23H16N5O7PtS in a non-equilibrium geometry from the Open Molecules 2025 dataset. Energies are from the ωB97M-V functional and the def2-TZVPD basis.

## Properties
Energy relative to the best compared isomer or geometry (same formula, charge and spin): 107.25 kJ/mol
Strongest force on any atom: 0.2632 Eh/bohr
Net charge: +1
Energy: -2203.773875 hartree
Gap between HOMO and LUMO: 6.65 eV
HOMO energy: -10.776 eV
Molecular weight: 701.55 g mol⁻¹

Positions of all 53 atoms, in Å:
1 O 3.2942 4.7247 -2.7154
2 C 4.2612 1.3717 -1.8907
3 Pt -1.1283 0.2742 0.1889
4 C 3.5305 3.8477 -1.8887
5 H 4.5215 -0.1708 -4.1696
6 C -0.6585 -0.0786 4.5307
7 C -3.0622 -1.6962 -0.9292
8 S -4.9559 -4.1225 4.8250
9 H -4.5236 -3.0121 -1.7697
10 N -5.0049 -4.0131 3.2198
11 C 0.1078 2.3645 -1.2745
12 O 4.5610 3.2064 -1.5746
13 H 1.5626 1.2424 1.4344
14 C -0.4250 0.2511 3.1985
15 C -4.0531 -2.6728 -0.8587
16 C -1.6197 -1.0117 4.8406
17 C 2.4524 2.6203 0.0589
18 N -2.4593 -1.2448 0.1642
19 C -1.0113 1.8489 -2.1480
20 H 4.5551 2.4079 -2.1619
21 C 2.2881 3.2865 -1.1504
22 H 0.3141 0.9979 2.9540
23 H 1.4262 1.0137 -3.3048
24 O 2.6155 -3.1501 -0.4945
25 C 3.2655 0.9547 -2.8733
26 H -5.2099 -3.9167 0.4614
27 H 3.8338 1.3061 -4.8272
28 H -0.0787 0.4113 5.2993
29 H -2.7551 -1.2411 -1.8613
30 C -2.3428 -1.5867 3.7937
31 O -1.6014 0.7794 -1.6648
32 N 0.2837 1.6892 -0.1218
33 H 0.9006 3.7163 -2.7284
34 N -3.7875 -3.0618 5.1400
35 C 1.6160 -2.7072 -0.8657
36 C 1.4258 1.8533 0.5559
37 H 5.1509 0.7477 -1.9319
38 C -4.4311 -3.1714 0.3683
39 C -4.0914 -3.1222 2.8707
40 N -1.0868 -0.2982 2.1862
41 C -2.0577 -1.1966 2.4898
42 C -3.7937 -2.6963 1.5172
43 H 3.8340 1.4473 -0.8958
44 C 1.0508 3.2332 -1.7713
45 O -1.1919 2.2724 -3.2634
46 C -3.3903 -2.5748 3.9755
47 O 2.0512 1.2154 -2.5812
48 H 2.7959 -0.1190 -4.6701
49 O 0.6145 -2.2535 -1.2411
50 H 3.4275 2.6377 0.5278
51 C -2.8024 -1.7344 1.3700
52 C 3.6156 0.4278 -4.2052
53 H -1.8335 -1.2971 5.8619

Atoms 1-2, force components in eV/Å:
O 1.15 -1.20 0.66
C -4.66 -12.59 -1.72

Here is a molecular structure, C23H17AsN10O2S6SeSn from the Open Molecules 2025 dataset. Energies are from the ωB97M-V functional and the def2-TZVPD basis.

## Properties
Energy relative to the best compared isomer or geometry (same formula, charge and spin): 14.55 kJ/mol
Strongest force on any atom: 0.0140 Eh/bohr
Net charge: -2
Energy: -8825.590191 hartree
Gap between HOMO and LUMO: 5.01 eV
HOMO energy: -1.614 eV
Molecular weight: 930.45 g mol⁻¹

Positions of all 61 atoms, in Å:
1 H 2.3128 4.0937 -2.7945
2 S -0.6790 0.8294 5.6086
3 H -0.1030 3.4267 4.1899
4 C -2.2747 2.8629 -3.7437
5 H -3.8225 -4.1499 1.8477
6 C -1.5868 3.0150 -1.4319
7 As -1.3823 -0.4271 4.0363
8 S 2.6624 2.9410 4.2096
9 C -1.6211 3.5356 -2.7623
10 Se -4.2442 -0.4250 -3.1988
11 H -4.2613 -5.0879 -0.4534
12 S -2.3207 0.8044 2.4176
13 C 1.8929 3.1073 -2.9485
14 O -2.0750 -2.1747 -3.4560
15 C 0.8619 0.6008 -3.2042
16 H 3.0117 -2.3085 -1.9343
17 H -1.0424 3.5485 -0.6564
18 N -0.3349 -1.2734 -2.2460
19 Sn -0.5184 0.0246 0.7237
20 H 1.1628 0.7898 -5.3122
21 C 1.4352 2.3664 -1.8701
22 C -3.5588 -4.2765 -0.2991
23 N -2.1440 1.9000 -1.0660
24 C -2.8448 1.2263 -2.0195
25 N 2.5544 -0.3397 0.5291
26 S 0.2578 -1.3120 2.8409
27 N 0.1714 3.3468 3.2179
28 C -1.4148 -2.0332 -2.4121
29 C 0.3401 -0.8237 -3.3382
30 C -2.9439 1.6630 -3.3859
31 H 5.6235 0.6852 1.4044
32 C -2.8911 -3.7142 -1.3753
33 C 4.7556 0.2100 0.9778
34 C 1.3572 2.6810 3.0819
35 N 0.9326 1.1404 -1.9938
36 N 2.5386 -2.0382 -1.0886
37 H -1.1053 4.4627 -2.9779
38 H 1.5355 -1.8675 -1.2063
39 S -2.7366 -1.9367 4.6737
40 S 4.9119 -1.0004 -0.2462
41 C 1.2670 1.2800 -4.3549
42 N -3.6912 0.9093 -4.1941
43 H -3.0502 -4.0470 -2.3903
44 C -3.3213 -3.7740 0.9656
45 H 4.6310 1.5899 3.6084
46 C 1.7950 2.5496 -4.2194
47 H -2.1876 -2.3511 2.0899
48 H -2.3013 3.2171 -4.7661
49 N 1.6466 1.8736 2.1069
50 N -3.5234 0.1204 -1.7139
51 O 0.6083 -1.4232 -4.3722
52 N -1.7520 -2.2032 0.0731
53 C 3.6378 1.8613 3.2904
54 C 3.4452 0.4183 1.2572
55 C 2.9334 1.3886 2.2365
56 H 1.4664 2.7604 -0.8572
57 C 3.1652 -1.1227 -0.2952
58 C -2.0008 -2.6688 -1.1604
59 C -2.4036 -2.7443 1.1043
60 H 2.1260 3.1042 -5.0903
61 H -0.5703 2.8636 2.7098

Atoms 1-2, force components in eV/Å:
H -0.02 0.00 -0.01
S 0.09 0.06 -0.17

> Which value of energy does entry 1 give?

-9040.425708 hartree